# 1
Here is a cluster of 10 separate species, C40H50F30O20 in total in a non-equilibrium geometry from OMol25. Energies are from the ωB97M-V functional and the def2-TZVPD basis.

```
! RIJCOSX wB97M-V def2-TZVPD def2/J DEFGRID3
* xyz 0 1
F 4.09183 -6.02305 2.40848
F 5.48788 -5.64976 0.78029
F -4.55313 -0.16493 -8.56404
F -3.83969 4.09736 2.47054
F -5.83299 -4.58806 4.08847
F 3.73590 -6.74418 0.31973
F -2.87576 4.92026 4.22536
F -3.34720 -1.77498 -9.12532
F -2.11817 3.05341 3.25080
F 5.35359 2.09784 1.16742
F -0.83796 4.14770 6.51502
F 3.39306 6.02335 -4.52440
F 1.57026 6.84726 -5.21194
F -6.97668 0.79645 0.46138
F -6.69513 0.96141 -1.67543
F -5.35270 -3.41409 2.28891
F 1.55755 -0.38848 -1.46402
F 1.34245 4.18594 6.10132
F 3.33867 1.90293 0.29005
F 4.56463 3.71654 -0.08187
F 2.05587 1.84307 -1.87222
F -0.10697 4.37760 4.47129
F 6.54032 -4.18765 -3.65713
F -7.36569 -0.89022 -0.80707
F 2.02304 4.78560 -5.75840
F -3.72714 -1.45795 -7.05873
F 5.63035 -2.58071 -2.52626
F 0.04277 0.84403 -2.35668
F 6.55053 -4.19502 -1.56653
F -5.07055 -5.58463 2.18558
O 3.33693 -3.98125 -2.88391
O -3.71546 2.32618 5.57006
O -5.37253 2.82137 4.04331
O 6.07535 2.63525 -1.94503
O 0.97256 1.56205 4.80761
O -0.07927 2.54394 0.05457
O 1.08839 6.18238 -2.59002
O -2.74714 -5.19313 2.90717
O -1.85830 0.58347 -9.10312
O 4.24536 -3.42320 0.61182
O 2.21823 -4.42438 1.00600
O 4.49262 -5.87017 -2.26960
O 0.53336 0.33029 0.75910
O -1.89487 0.24594 -6.85273
O 5.29966 0.50014 -1.39961
O -4.78870 -1.28841 0.36192
O 1.25207 3.98781 -3.33278
O -0.81357 1.49072 6.29417
O -3.24262 -3.37157 4.14725
O -4.16894 0.28332 -1.15712
C -3.53573 -0.88359 -8.18636
C -3.57974 -4.29531 3.40651
C 1.44894 5.18853 -3.45408
C -2.59671 -1.60849 -1.92960
C -0.86187 -0.95386 2.36319
C -5.06668 -0.35716 -0.40595
C 0.45134 1.40658 -0.16943
C 7.41256 3.29272 -3.70153
C -2.37263 -0.32234 6.06632
C 1.01287 -3.69141 -2.21961
C -0.90586 0.11409 6.20457
C 1.06359 0.94361 -1.56131
C 3.46090 -4.43156 0.90200
C -2.35565 0.05783 -8.06195
C -5.01996 -4.51482 3.03714
C 3.72880 -1.27721 1.85623
C 4.60426 2.40808 0.08058
C 5.36701 1.71303 -1.08773
C 0.44207 5.84305 -1.35908
C 4.44952 -4.66497 -2.58440
C 1.54601 5.76188 -0.26890
C 3.76193 -2.08060 0.49632
C -2.82500 -0.20654 -1.26218
C -0.18182 0.34532 2.02732
C -0.31851 0.92953 -5.35390
C -3.21193 3.75720 3.59497
C 2.06634 -4.63745 -2.81220
C 6.70078 2.14265 -3.07586
C 0.14280 2.17313 5.51451
C 4.21908 -5.76364 1.06548
C -0.81445 1.08724 -6.74690
C 2.11559 5.71539 -4.78130
C -7.25911 2.75298 5.45987
C 0.12023 3.75770 5.66822
C -0.59850 -6.02033 2.09324
C -4.10966 2.85694 4.49846
C -1.32394 -4.99076 2.98869
C 5.79036 -3.85779 -2.62982
C -6.56160 0.13443 -0.60217
C -6.38717 1.99534 4.50669
H 7.29995 1.24216 -2.94089
H -1.09448 0.84474 -4.59312
H 6.75383 4.06659 -4.09564
H 0.24026 1.84695 -5.16893
H -8.10515 2.12642 5.74222
H 0.43669 0.14804 -5.26996
H -0.88451 1.17519 1.95218
H 4.04800 -0.23504 1.86603
H -5.95849 1.08189 4.91891
H -0.03988 -1.58966 2.69210
H -0.41391 -0.28671 7.09082
H -1.00718 -5.93323 1.08651
H -2.39131 0.46976 -1.99880
H 1.23944 -3.55587 -1.16207
H -6.72844 2.99307 6.38121
H 1.70570 -4.88786 -3.80986
H 2.10222 -5.45730 -2.09480
H -0.78186 -7.05637 2.37804
H 2.01056 6.74776 -0.28724
H -1.08226 -5.11814 4.04390
H 0.55643 0.58904 2.79132
H -1.53075 -0.90499 3.22245
H -0.14666 4.92981 -1.44557
H 2.37015 5.07047 -0.44451
H -3.32418 -1.61020 -2.74132
H 5.89125 1.82386 -3.73246
H 0.89756 -2.76334 -2.77950
H -0.26346 6.62326 -1.07342
H 7.97510 3.71977 -2.87130
H 4.37831 -1.38508 -0.07326
H 4.46921 -1.78393 2.47521
H -7.54499 3.72992 5.07004
H -0.33625 -0.23691 5.34408
H 0.47784 -5.85480 2.14003
H 8.14795 2.97995 -4.44279
H 1.10807 5.54599 0.70562
H 2.72915 -1.36056 2.28268
H -1.12379 2.12522 -6.86941
H -2.35989 -1.41212 6.04904
H -2.76843 -2.46217 -1.27398
H -6.98256 1.73503 3.63157
H -1.48474 -1.38460 1.57923
H -0.00784 -4.06542 -2.13986
H -0.06431 0.90894 -7.51736
H -3.01838 0.06414 6.85484
H -2.21518 -0.17236 -0.35938
H -1.57449 -1.71466 -2.29278
H -2.73933 -0.10154 5.06389
H -1.04885 -3.99505 2.64084
H 2.75370 -1.97671 0.09534
*
```

## Properties
E = -164763.8421 eV
ΔE to the lowest compared entry with this formula, charge and spin = 137.1 kcal/mol
SMILES = CCOC(=O)C(F)(F)F.CCOC(=O)C(F)(F)F.CCOC(=O)C(F)(F)F.CCOC(=O)C(F)(F)F.CCOC(=O)C(F)(F)F.CCOC(=O)C(F)(F)F.CCOC(=O)C(F)(F)F.CCOC(=O)C(F)(F)F.CCOC(=O)C(F)(F)F.CCOC(=O)C(F)(F)F
frontier orbital gap = 11.2 eV

# 2
Here is a cluster of 2 separate species, C38H32O5P in total in a non-equilibrium geometry from OMol25. Energies are from the ωB97M-V functional and the def2-TZVPD basis.

```
! RIJCOSX wB97M-V def2-TZVPD def2/J DEFGRID3
* xyz 1 1
P -1.78878 0.74214 1.18327
O 4.60235 2.03876 1.29956
O -2.88546 -0.20714 0.33420
O -1.78257 1.97012 0.02526
O -0.48916 -4.55729 -4.44406
O -0.48867 -0.29027 1.23060
C -5.83883 -2.33369 0.67699
C -4.49760 3.96527 -1.38992
C -0.07334 -1.11686 -2.03670
C 0.66226 -5.28550 -4.93606
C 2.31606 -0.30513 -0.37954
C 3.50667 1.53300 0.59428
C 7.37720 1.99067 -1.12795
C -4.73637 -2.20373 2.82810
C -4.87827 -1.47776 0.12689
C -0.04546 -0.81449 2.45050
C -2.89831 2.81375 -0.02540
C -5.25021 4.24938 -0.24631
C -3.79454 -1.30448 2.30444
C -0.30432 -3.43124 -3.70902
C -1.45022 -2.84239 -3.11063
C -3.85763 -0.98922 0.94644
C 5.72835 2.41836 0.56032
C 0.70201 -1.98123 2.35646
C -4.79486 3.84597 1.01371
C -0.11303 -0.96624 4.83969
C 0.57452 -2.18236 4.76324
C -0.43203 -0.25597 3.66893
C 6.36646 1.51210 -0.28904
C -3.28763 3.27453 -1.28037
C 1.21757 0.53962 -0.70006
C 1.04603 -1.66992 -2.74313
C 7.09373 4.22601 -0.23312
C -0.02758 0.01541 -1.16130
C 7.72684 3.34453 -1.11580
C 3.43740 0.17575 0.27271
C 0.95262 -2.81328 -3.51501
C 2.48644 2.41236 0.21354
C 6.12154 3.75735 0.64872
C -1.33165 -1.73341 -2.31364
C 0.97963 -2.69123 3.52720
C -3.60931 3.10812 1.14044
C 1.38378 1.92657 -0.45787
C -5.75348 -2.71766 2.01851
H 0.80160 -2.74138 5.67341
H 4.25441 -0.49011 0.55133
H -3.02108 -0.88105 2.94755
H 1.84690 -3.24574 -3.96936
H 1.28470 -5.64534 -4.10338
H 1.26398 -4.66519 -5.61611
H 2.27164 -1.36437 -0.62832
H 7.88312 1.29335 -1.79718
H 0.61441 2.61378 -0.80589
H 2.01771 -1.17808 -2.69171
H -0.97829 0.69205 3.71599
H 5.61032 4.40505 1.35970
H 1.00371 -2.32570 1.36918
H -5.36448 4.10152 1.90944
H 0.23081 -6.13017 -5.47734
H 8.50071 3.71622 -1.79093
H -2.22180 -1.29846 -1.86042
H 6.05745 0.46670 -0.29970
H -3.26018 2.76942 2.11979
H 2.57721 3.46799 0.46475
H -4.83703 4.27936 -2.37581
H -2.65961 3.05460 -2.14352
H -0.41040 -0.56788 5.81205
H 7.35321 5.28548 -0.21624
H -6.64923 -2.69767 0.04659
H -4.66843 -2.49564 3.87684
H -6.48337 -3.41585 2.43466
H -0.89511 0.65772 -1.21263
H -6.19366 4.79226 -0.33768
H 1.51218 -3.63640 3.44370
H -4.90281 -1.18305 -0.92075
H -2.41070 -3.32272 -3.28702
*
```

## Properties
E = -59443.9599 eV
ΔE to the lowest compared entry with this formula, charge and spin = 26.9 kcal/mol
frontier orbital gap = 5.9 eV